(1)
Here is 8 unconnected molecules or ions with the total composition C26H62NO22S5 from the OMol25 dataset. Energies are from ωB97M-V/def2-TZVPD.

```
116
Properties=species:S:1:pos:R:3:lowdin_charge:R:1
H 4.110 3.198 -3.353 0.18
O 0.263 -3.080 2.827 -0.31
H -2.462 3.506 5.206 0.14
H -3.438 -3.977 -2.363 0.13
H 3.326 -0.185 5.235 0.10
O 0.249 1.137 4.848 -0.27
S -0.924 2.058 5.687 0.67
O 0.117 -5.532 3.106 -0.25
C -0.219 4.754 0.734 -0.07
H 2.608 -4.199 2.030 0.12
H -4.949 -0.974 -0.814 0.07
H -5.139 2.667 -1.385 0.11
H -0.615 1.216 0.350 0.13
C 3.205 5.258 -3.532 -0.14
H 3.261 5.104 -4.505 0.07
O -5.712 0.318 0.436 -0.24
C 1.244 0.495 5.630 -0.30
H -2.115 -0.435 -6.172 0.13
C 4.983 -3.954 -2.679 -0.15
O 1.988 -4.251 3.964 -0.25
H 2.559 0.692 3.817 0.08
O 2.837 -3.205 -1.331 -0.31
H 1.836 0.579 -2.417 0.16
H 1.087 -4.340 -4.608 0.15
O 0.976 4.086 1.103 0.12
H 3.810 4.221 -1.682 0.15
H 4.346 0.963 2.383 0.08
H -0.493 0.377 -1.464 0.02
C -0.263 1.048 -0.720 0.05
O 2.087 3.600 -2.414 0.04
C -4.039 -3.169 -2.887 -0.07
H -3.343 0.914 -6.006 0.07
H 1.633 1.285 6.225 0.10
H 0.037 1.979 -1.304 0.13
H -4.361 -3.644 -3.826 0.09
H 3.655 0.203 0.096 0.07
O -4.666 1.720 1.994 -0.25
S 3.195 -3.975 -2.484 0.56
H -0.013 5.495 -0.067 0.15
H 4.719 -5.629 3.258 0.17
O -1.244 -0.140 -3.554 -0.33
C 1.273 4.549 -2.763 -0.64
H 0.027 -2.203 -5.468 0.01
H -2.141 -2.632 -3.495 0.10
H 5.563 -5.000 -3.230 0.18
H -2.721 -1.982 -2.013 0.11
S -2.548 0.340 -3.948 0.55
S 0.374 -4.255 3.675 0.66
C 0.990 -2.551 -5.434 -0.07
O 0.156 4.997 2.966 0.05
O -3.327 1.078 0.112 -0.23
H 0.783 -0.776 -2.306 0.11
H 1.977 -0.957 4.110 0.08
O 1.855 5.525 -3.347 0.12
C -7.056 -1.375 -0.805 -0.04
H -0.869 4.000 0.547 0.10
O 2.626 -3.116 -3.800 -0.26
C -0.684 5.450 1.972 -0.15
C -2.976 -2.174 -3.036 -0.25
O -3.488 -0.956 -3.753 -0.24
H 1.260 -3.222 -6.468 0.16
H 1.533 -1.561 -5.462 0.09
O -3.133 1.410 -3.286 -0.23
H 0.612 -3.066 -3.465 0.03
H 1.273 1.298 1.408 0.13
C -0.420 -4.096 5.206 -0.11
H 5.210 -3.084 -3.369 0.06
C 1.149 4.262 2.318 -0.56
H 1.165 -1.873 0.539 0.11
H 4.521 -4.247 4.358 -0.02
C -2.379 0.590 -5.645 -0.13
H -4.563 3.680 -0.284 0.07
C 1.492 -0.222 -1.613 -0.06
H -0.482 6.530 1.799 0.15
O 2.731 -5.286 -2.523 -0.25
H 2.909 -0.527 1.473 0.16
H -0.246 -1.582 -0.157 0.09
C -5.140 2.812 -0.270 -0.09
C 1.236 -3.301 -4.127 -0.26
H 0.946 -0.151 6.398 0.10
H 0.116 -3.360 5.727 0.06
O 0.052 4.483 -2.519 0.09
H -7.857 -0.752 -1.350 0.11
H 5.445 -3.680 -1.659 0.08
C 2.345 -0.020 4.704 -0.06
H -5.921 0.220 -1.668 0.13
H 3.864 6.295 -3.450 0.21
H -6.891 -2.249 -1.383 0.04
H 5.156 -3.825 2.999 0.07
H -1.051 3.445 3.725 0.12
O -1.767 1.146 6.475 -0.29
H -0.032 -0.686 1.222 0.08
H -1.358 -3.671 5.523 0.10
C -1.774 2.901 4.498 -0.13
C 2.915 -3.832 3.027 -0.31
H 3.050 -2.764 2.760 0.10
O 4.081 1.331 1.540 -0.04
H 2.021 1.962 -0.176 0.14
N 0.941 0.168 -0.315 -0.32
H 2.479 -0.640 -1.649 0.07
C 4.303 -4.391 3.424 -0.06
C 3.110 0.479 0.882 -0.22
C 3.484 4.015 -2.737 -0.04
H -2.398 2.245 4.078 0.01
H -1.669 5.394 2.126 0.10
H -0.389 -4.855 5.864 0.04
H -5.945 3.151 -0.055 -0.04
O 2.008 3.760 3.101 0.09
C 1.830 1.115 0.503 -0.08
H -1.635 1.307 -5.970 0.08
S -4.534 1.449 0.619 0.54
O -0.214 3.129 6.403 -0.30
C -5.834 -0.454 -0.770 -0.30
C 0.453 -1.053 0.400 0.03
H -7.041 -1.545 0.377 0.14
H -4.920 -2.733 -2.484 0.05
```

DFT total energy: -4728.02404 hartree
LUMO: -2.1 eV
charge: +1
energy relative to the best compared isomer or geometry (same formula, charge and spin): 1.953 eV

=====

(2)
Here is 3 unconnected molecules or ions with the total composition C26H63BO7P3 from the OMol25 dataset. Energies are from ωB97M-V/def2-TZVPD.

```
100
Properties=species:S:1:pos:R:3:lowdin_charge:R:1
H -0.189 3.735 2.328 0.05
O 0.531 1.766 -0.580 0.10
H -4.033 4.365 -2.139 0.07
C -0.128 1.947 3.523 -0.21
O 0.403 0.413 1.776 -0.33
H -4.024 -1.838 -5.887 0.10
H 5.170 1.965 2.242 0.09
H 2.909 0.952 0.209 0.07
H 5.433 0.431 1.374 0.09
C -0.819 -3.220 -3.693 -0.10
C -3.485 3.479 0.465 -0.23
H -1.951 -3.196 3.371 0.04
H -4.140 3.583 3.848 0.08
O 3.653 -0.123 -2.344 -0.19
C 5.672 0.321 3.486 -0.26
H 2.093 -5.480 0.905 0.07
H 0.190 -3.560 -3.464 0.06
C 1.861 -5.652 1.954 -0.07
C -4.961 4.707 2.189 -0.27
H 2.686 -1.940 2.461 0.08
H -1.307 -2.964 -2.749 0.07
C 1.621 -1.975 2.222 -0.28
C 2.928 0.106 0.903 -0.30
H -1.491 -4.019 1.771 0.05
P 1.181 -0.779 0.772 0.60
C 3.432 0.642 2.248 -0.24
H -5.062 2.631 1.641 0.11
H -3.169 -1.237 -8.263 0.07
C -0.760 -2.012 -4.621 -0.27
B 0.644 0.386 -0.766 -0.69
O 4.496 -2.527 -2.530 -0.23
H -5.631 3.721 0.401 0.10
H -1.364 -4.055 -4.143 0.06
H -2.726 3.197 1.200 0.09
H 2.980 1.607 2.471 0.09
H 3.300 -2.854 0.029 -0.10
C -2.134 -1.425 -4.952 -0.23
C -1.358 -1.922 1.769 -0.25
H 6.731 1.205 5.176 0.06
H 1.147 2.702 1.913 0.05
H -2.921 5.569 0.454 0.10
H -4.809 5.681 1.716 0.10
O 0.301 -0.098 -2.023 0.07
H -4.946 5.407 -1.042 0.06
H -0.154 -1.247 -4.141 0.07
C -3.023 4.744 -0.257 -0.27
H -1.995 -0.510 -5.536 0.10
H 5.002 1.178 5.390 0.06
C 0.568 3.071 2.751 -0.09
H 2.667 -6.253 2.371 0.06
H -5.982 4.715 2.580 0.10
H 5.132 -0.546 3.865 0.09
H 1.276 0.338 3.718 0.10
H -2.623 -1.115 -4.020 0.10
C -2.264 -1.811 -8.050 -0.12
H -3.338 -3.211 -5.052 0.10
H -0.374 -0.143 3.615 0.10
H -0.631 -0.031 -2.228 0.08
H 0.980 -1.894 3.101 0.08
H 3.232 -0.002 3.100 0.07
H 1.246 -4.315 3.552 0.11
H 3.709 -0.545 0.514 0.03
H 6.679 -0.016 3.240 0.09
H -3.274 -3.600 -7.437 0.10
H -0.412 -2.657 0.033 0.04
H -1.914 -2.244 -8.989 0.06
H 5.758 2.350 4.277 0.06
C 4.968 0.895 2.242 -0.20
H 1.150 3.692 3.430 0.06
H -4.113 5.331 4.088 0.07
C 0.360 0.534 3.152 -0.33
H 2.879 -4.070 2.970 0.11
H -2.951 4.576 2.999 0.06
C -2.541 -2.902 -7.020 -0.28
H -2.023 4.564 -0.659 0.10
H -1.196 -1.118 -0.143 0.07
C -3.082 -2.366 -5.697 -0.24
H -0.015 2.052 4.603 0.10
C 1.854 -4.287 2.636 -0.32
C -3.984 4.540 3.348 -0.11
C -0.559 -1.700 0.533 -0.29
C 5.784 1.329 4.650 -0.11
H 5.144 -1.982 -2.986 0.05
H -3.553 6.046 -1.906 0.07
C -3.945 5.163 -1.399 -0.11
H -1.203 1.946 3.332 0.09
P 2.130 -2.422 -0.640 0.77
H -0.231 -2.279 -5.539 0.10
C -4.848 3.587 1.154 -0.23
P 3.104 -1.656 -2.415 0.24
H -0.342 2.080 -0.827 0.08
O 1.390 -3.320 1.750 -0.35
C -1.632 -3.108 2.340 -0.02
H -1.496 -1.118 -7.703 0.07
H -1.631 -3.482 -6.847 0.10
H -3.526 2.654 -0.253 0.11
H 4.466 -0.039 -1.843 0.05
H 0.906 -6.159 2.047 0.06
O 2.312 -1.844 -3.641 -0.35
H -1.792 -1.036 2.227 0.09
```

DFT total energy: -2604.12385 hartree
LUMO: 2.5 eV
charge: -1

=====

Question: Which of these has the lowest charge?
Answer: C26H63BO7P3